No. 1
Molecular formula: C5H6O
Method: DFT, ωB97M-V/def2-TZVPD

The largest force on an atom comes out at 0.54 eV/Å. The value obtained for the molecular weight is 82.10 g/mol. The SMILES is O=C1CC=CC1. As for the HOMO energy: -9.43 eV. Its gap between HOMO and LUMO is 10.40 eV. As for the spin multiplicity: 1.

Geometry as XYZ:
```
12
C5H6O, DFT ωB97M-V/def2-TZVPD
O 1.9543 1.2597 -0.6063
C 0.9590 0.6462 -0.3075
C -0.0088 -0.0429 -1.2634
C -0.8260 -0.9252 -0.3600
C -0.7056 -0.5478 0.9125
C 0.4252 0.4307 1.1106
H 0.4643 -0.4494 -2.1608
H -0.7257 0.7257 -1.5767
H -1.5387 -1.6437 -0.7525
H -1.3609 -0.8659 1.7165
H 0.1413 1.3966 1.5469
H 1.2215 0.0161 1.7408
```



No. 2
Molecular formula: C5H6O
Method: DFT, ωB97M-V/def2-TZVPD

The largest force on an atom comes out at 0.45 eV/Å. The value obtained for the molecular weight is 82.10 g/mol. As for the HOMO energy: -9.04 eV. Its gap between HOMO and LUMO is 9.86 eV. As for the spin multiplicity: 1.

Geometry as XYZ:
```
12
C5H6O, DFT ωB97M-V/def2-TZVPD
C -0.3511 -0.5533 1.1790
C 0.8111 -0.7157 0.4263
O 0.8019 -1.3002 -0.8428
C 0.9463 0.0693 -1.1407
C -0.1761 0.8280 -1.3235
C -1.2056 1.1439 -0.6438
H -0.9253 0.6683 0.5153
H -0.2343 -0.2917 2.2283
H -1.2120 -1.1614 0.9142
H 1.7958 -0.5720 0.8682
H 1.9634 0.3934 -1.3585
H -2.2139 1.4914 -0.8221
```



No. 3
Molecular formula: C5H6O
Method: DFT, ωB97M-V/def2-TZVPD

The largest force on an atom comes out at 4.03 eV/Å. The value obtained for the molecular weight is 82.10 g/mol. The SMILES is C#CCOC=C. As for the HOMO energy: -8.73 eV. Its gap between HOMO and LUMO is 9.69 eV. As for the spin multiplicity: 1.

Geometry as XYZ:
```
12
C5H6O, DFT ωB97M-V/def2-TZVPD
C -1.2774 0.7070 2.3028
C -1.4029 0.7318 1.1142
C -1.4324 0.8309 -0.3253
O -0.5439 -0.1915 -0.9865
C 0.5957 -0.5341 -0.3829
C 1.4527 -1.4429 -0.8217
H -0.9419 0.7883 3.2851
H -0.9356 1.7049 -0.6016
H -2.4406 0.6131 -0.5828
H 0.7241 -0.0841 0.7288
H 2.2671 -1.8684 -0.3273
H 1.4299 -1.9049 -1.9032
```



No. 4
Molecular formula: C5H6O
Method: DFT, ωB97M-V/def2-TZVPD

The largest force on an atom comes out at 2.46 eV/Å. The value obtained for the molecular weight is 82.10 g/mol. The SMILES is O=C1C[C@H]2C[C@@H]12. As for the HOMO energy: -9.07 eV. Its gap between HOMO and LUMO is 10.04 eV. As for the spin multiplicity: 1.

Geometry as XYZ:
```
12
C5H6O, DFT ωB97M-V/def2-TZVPD
O -1.1423 -1.0332 -1.9279
C -0.5253 -0.5884 -0.9958
C 0.9187 -0.7059 -0.4748
C 0.4019 -0.0702 0.8612
C 0.0868 1.3550 0.6653
C -0.9402 0.0897 0.2306
H 1.1977 -1.7587 -0.3847
H 1.6832 -0.1645 -1.0349
H 0.5108 -0.5773 1.8101
H 0.6764 1.8487 -0.1038
H -1.0136 1.6440 0.5461
H -1.8540 -0.0391 0.8085
```



No. 5
Molecular formula: C5H6O
Method: DFT, ωB97M-V/def2-TZVPD

The largest force on an atom comes out at 0.38 eV/Å. The value obtained for the molecular weight is 82.10 g/mol. The SMILES is OC=C=C1CC1. As for the HOMO energy: -8.43 eV. Its gap between HOMO and LUMO is 9.27 eV. As for the spin multiplicity: 1.

Geometry as XYZ:
```
12
C5H6O, DFT ωB97M-V/def2-TZVPD
O 2.2683 1.4712 1.4651
C 2.1670 0.7248 0.3198
C 1.1073 0.0042 0.0351
C -0.1091 -0.3993 -0.1500
C -1.4630 0.0562 -0.5112
C -1.2092 -1.3670 -0.0217
H 1.3802 1.5056 1.8495
H 3.0656 0.7886 -0.2865
H -1.9133 0.7737 0.1727
H -1.7185 0.1968 -1.5579
H -1.2892 -2.1464 -0.7771
H -1.5426 -1.6702 0.9694
```



No. 6
Molecular formula: C5H6O
Method: DFT, ωB97M-V/def2-TZVPD

The largest force on an atom comes out at 0.54 eV/Å. The value obtained for the molecular weight is 82.10 g/mol. As for the HOMO energy (spin up / spin down): -8.12 / -8.12 eV. Its gap between HOMO and LUMO (spin up / spin down) is 8.11 / 8.11 eV. As for the spin multiplicity: 1.

Geometry as XYZ:
```
12
C5H6O, DFT ωB97M-V/def2-TZVPD
O 1.7826 1.4038 -1.4318
C 0.7734 1.7739 -0.8825
C -0.0758 0.9003 0.0118
C 0.4211 -0.5154 0.1082
C -0.3687 -1.5638 0.5329
C -1.4708 -2.1847 0.8474
H 0.4103 2.8157 -1.0061
H -1.1168 0.9466 -0.3324
H -0.0868 1.3613 1.0152
H 0.0370 -1.9014 -0.5213
H 1.4381 -0.6903 -0.2314
H -1.7435 -2.3460 1.8900
```



No. 7
Molecular formula: C5H6O
Method: DFT, ωB97M-V/def2-TZVPD

The largest force on an atom comes out at 1.14 eV/Å. The value obtained for the molecular weight is 82.10 g/mol. The SMILES is C#C[C@]1(C)CO1. As for the HOMO energy: -9.90 eV. Its gap between HOMO and LUMO is 10.85 eV. As for the spin multiplicity: 1.

Geometry as XYZ:
```
12
C5H6O, DFT ωB97M-V/def2-TZVPD
C -1.6422 1.6877 0.2063
C -0.8461 1.0444 -0.4296
C 0.0313 -0.1002 -0.1962
C 1.4044 0.2865 0.2880
C -0.3587 -1.4256 -0.6721
O -0.6459 -1.0293 0.6552
H -2.2953 2.0706 0.9493
H 1.2755 0.9571 1.1461
H 1.9691 0.8250 -0.4782
H 1.9476 -0.6037 0.6128
H 0.3892 -2.2091 -0.7594
H -1.2289 -1.5033 -1.3222
```



No. 8
Molecular formula: C5H6O
Method: DFT, ωB97M-V/def2-TZVPD

The largest force on an atom comes out at 0.78 eV/Å. The value obtained for the molecular weight is 82.10 g/mol. As for the HOMO energy (spin up / spin down): -8.69 / -8.57 eV. Its gap between HOMO and LUMO (spin up / spin down) is 7.17 / 6.77 eV. As for the spin multiplicity: 1.

Geometry as XYZ:
```
12
C5H6O, DFT ωB97M-V/def2-TZVPD
C 0.5020 1.7965 -0.6398
C 0.2865 0.6296 0.2173
C -0.4220 -0.5371 -0.3109
O -0.0417 -0.7478 -1.5553
C -0.4437 -1.7053 0.6034
C -0.4734 -2.6757 1.3191
H 0.4265 2.7298 -0.0702
H -0.1462 1.7583 -1.5200
H 1.5348 1.7450 -1.0192
H -1.4785 -0.0764 -0.1738
H 0.7526 0.6251 1.2081
H -0.4969 -3.5420 1.9414
```



No. 9
Molecular formula: C5H6O
Method: DFT, ωB97M-V/def2-TZVPD

The largest force on an atom comes out at 1.05 eV/Å. The value obtained for the molecular weight is 82.10 g/mol. The SMILES is C#CC(=O)CC. As for the HOMO energy: -10.30 eV. Its gap between HOMO and LUMO is 10.54 eV. As for the spin multiplicity: 1.

Geometry as XYZ:
```
12
C5H6O, DFT ωB97M-V/def2-TZVPD
C -1.3876 2.6517 -0.2516
C -0.5376 1.7922 -0.2410
C 0.4605 0.7267 -0.2562
O 1.4496 0.8057 -0.9567
C 0.1790 -0.4779 0.6207
C 0.4361 -1.7822 -0.1326
H -2.1189 3.4269 -0.2917
H 0.8597 -0.3975 1.4783
H -0.8423 -0.4271 1.0132
H 0.2956 -2.6467 0.5244
H 1.4557 -1.7932 -0.5259
H -0.2497 -1.8785 -0.9810
```



No. 10
Molecular formula: C5H6O
Method: DFT, ωB97M-V/def2-TZVPD

The largest force on an atom comes out at 0.68 eV/Å. The value obtained for the molecular weight is 82.10 g/mol. As for the HOMO energy: -9.91 eV. Its gap between HOMO and LUMO is 10.91 eV. As for the spin multiplicity: 1.

Geometry as XYZ:
```
12
C5H6O, DFT ωB97M-V/def2-TZVPD
C -0.9562 -0.9954 -0.1799
C 0.0966 0.0749 -0.0622
C -0.2502 1.4689 0.2345
O 0.2389 0.6322 1.2613
C 1.2937 -0.0523 -1.2727
C 1.8082 -0.4915 -0.2156
H -0.5853 -1.9360 0.2394
H -1.2052 -1.1637 -1.2307
H -1.8553 -0.6970 0.3682
H -1.3047 1.7353 0.3108
H 0.4244 2.2548 -0.1004
H 2.3004 -0.8697 0.6608
```



Calculated total energy? In order: -269.33368, -269.16861, -269.20834, -269.21172, -269.23851, -269.14669, -269.21901, -269.13636, -269.28192, -269.15632 Ha.
Energy relative to the best compared isomer or geometry (same formula, charge and spin)? In order: 33.0, 466.4, 362.1, 353.2, 282.8, 523.9, 334.0, 551.0, 168.9, 498.6 kJ/mol.